DFT (the ωB97M-V functional and the def2-TZVPD basis) results for a structure of composition C3H4DyLiO3 at a distorted geometry.

Results
<S²> = 9.4106
Kohn-Sham gap (alpha / beta) = 0.2670 / 0.2199 hartree
ΔE to the lowest compared entry with this formula, charge and spin = 217.8 kJ/mol
Charge = +2
2S+1 = 6

Each line ends with the Löwdin charge.
Atoms and positions in Å:
O1 1.7836 1.1874 -0.3331  -0.06
C1 0.8569 0.5084 0.1470  -0.77
C2 -2.5869 0.7628 -0.1766  0.14
O2 0.9586 -0.7563 0.2873  -0.24
O3 -0.3086 1.0947 0.3439  0.10
C3 -1.4687 0.3272 0.4017  -0.20
H1 -3.5249 0.2627 0.0680  0.10
H2 -2.5838 1.4721 -1.0058  0.11
H3 -1.3952 -0.5105 1.0979  0.10
H4 5.1870 -1.6561 -0.6673  -0.09
Li1 -0.4561 -2.0357 0.2014  0.85
Dy1 3.5379 -0.6567 -0.3645  1.97